This record from the OMol25 dataset describes a structure of composition C49H53N6O2S2SiSn in a non-equilibrium geometry. The level of theory is ωB97M-V/def2-TZVPD.

CARTESIAN COORDINATES (ANGSTROEM)
Sn (15.701224, 12.301626, 12.145735)
N (11.832519, 9.094143, 13.234585)
C (12.431732, 10.128274, 12.646618)
N (13.184780, 10.982951, 13.230206)
C (13.346227, 10.871106, 14.603185)
N (14.236902, 11.564143, 15.249347)
N (14.976757, 12.437334, 14.437821)
C (15.220384, 13.534815, 15.024243)
C (15.883742, 14.663688, 14.373642)
C (16.347880, 15.733561, 15.116913)
C (16.945204, 16.790426, 14.456146)
C (17.053286, 16.752964, 13.078807)
C (16.632688, 15.611989, 12.412403)
N (16.038118, 14.610264, 13.055343)
C (12.504545, 9.972395, 15.384937)
C (12.418834, 10.012971, 16.747917)
C (11.613781, 9.120003, 17.407113)
C (10.856976, 8.217534, 16.686024)
C (10.906076, 8.182820, 15.311300)
C (11.744725, 9.068931, 14.651020)
H (11.349657, 8.392388, 12.657124)
H (12.275669, 10.179178, 11.560070)
H (14.835079, 13.702191, 16.030987)
H (16.252541, 15.695251, 16.200876)
H (17.383504, 17.629502, 14.952005)
H (17.501151, 17.561720, 12.527381)
H (16.773173, 15.528060, 11.341806)
H (12.965289, 10.776347, 17.263731)
H (11.497597, 9.159457, 18.498234)
H (10.160431, 7.555951, 17.200288)
H (10.266922, 7.476070, 14.767673)
O (15.040236, 14.148284, 8.959531)
S (14.187719, 14.254148, 7.743506)
C (13.167778, 15.717961, 8.040456)
C (12.212812, 15.618239, 9.214388)
C (12.134533, 16.892523, 10.014664)
C (13.211037, 17.071773, 11.051360)
S (13.126467, 15.959605, 12.540036)
O (13.171851, 14.532164, 12.078885)
C (11.442183, 16.158346, 13.054806)
C (10.535926, 15.231215, 12.625995)
C (9.177785, 15.404943, 12.843507)
C (8.769640, 16.493334, 13.620287)
C (9.679625, 17.453302, 14.033941)
C (11.034771, 17.288791, 13.772561)
C (12.872020, 13.117133, 7.932746)
C (12.677445, 12.589610, 9.203849)
C (11.493986, 11.888814, 9.422607)
C (10.509446, 11.766868, 8.445601)
C (10.735963, 12.314466, 7.187579)
C (11.922463, 12.985986, 6.933789)
H (12.617265, 15.963461, 7.130354)
H (13.877388, 16.541379, 8.200221)
H (12.502354, 14.806029, 9.880279)
H (11.226497, 15.357121, 8.848604)
H (11.173017, 17.000477, 10.515231)
H (12.223704, 17.756136, 9.362711)
H (13.109858, 18.087450, 11.465766)
H (14.242699, 16.929479, 10.682131)
H (10.839993, 14.452378, 11.957661)
H (8.459328, 14.682337, 12.442685)
H (7.683088, 16.657073, 13.811914)
H (9.298247, 18.309139, 14.562365)
H (11.753520, 18.011737, 14.090116)
H (13.408802, 12.775923, 9.980312)
H (11.254367, 11.533521, 10.415632)
H (9.570635, 11.269248, 8.704841)
H (9.981997, 12.241790, 6.405293)
H (12.080576, 13.466394, 5.959110)
C (17.918968, 12.375093, 12.494640)
Si (18.812819, 10.905338, 11.819549)
C (17.789731, 9.505523, 12.597640)
N (16.317500, 9.660860, 12.452837)
C (15.664826, 8.982555, 13.575870)
C (15.974753, 7.473985, 13.673327)
C (15.872627, 6.857910, 12.253690)
C (15.086613, 7.780855, 11.320793)
C (15.815418, 9.129418, 11.160389)
C (18.597417, 10.844859, 9.979283)
C (17.876548, 11.804811, 9.295090)
C (17.720035, 11.826164, 7.917215)
C (18.283642, 10.853438, 7.135112)
C (19.045383, 9.889492, 7.758659)
C (19.208238, 9.869093, 9.142547)
C (20.575833, 10.599343, 12.261577)
C (21.618394, 10.940919, 11.348439)
C (22.949721, 10.811209, 11.702526)
C (23.278559, 10.434005, 12.989750)
C (22.286025, 10.147126, 13.896650)
C (20.934753, 10.219521, 13.538450)
H (18.213437, 13.323776, 12.044458)
H (18.115392, 12.425036, 13.607713)
H (18.008244, 9.490907, 13.663605)
H (18.119483, 8.519826, 12.236849)
H (14.591302, 9.058272, 13.487120)
H (15.961559, 9.501809, 14.508559)
H (15.237566, 7.065779, 14.340641)
H (16.977434, 7.319930, 14.064723)
H (15.375996, 5.882362, 12.299854)
H (16.851737, 6.775532, 11.838028)
H (14.094492, 7.945272, 11.720275)
H (14.997466, 7.312114, 10.339740)
H (15.135089, 9.853382, 10.710501)
H (16.636453, 9.029237, 10.459156)
H (17.392327, 12.620826, 9.838923)
H (17.096110, 12.619470, 7.480695)
H (18.165184, 10.904934, 6.079718)
H (19.588721, 9.181325, 7.126858)
H (19.830487, 9.108944, 9.588657)
H (21.408257, 11.280468, 10.320686)
H (23.707072, 11.030516, 10.972708)
H (24.318517, 10.364775, 13.248688)
H (22.499875, 9.868844, 14.936987)
H (20.188569, 9.973375, 14.266066)

Cartesian forces, eV/Å:
0.085 -0.236 -0.424
-0.837 -0.806 0.763
0.169 -0.168 -1.156
-0.178 0.444 0.466
0.938 0.786 0.215
-0.244 -0.126 -0.733
-0.031 -0.228 0.212
-0.300 0.529 0.395
0.252 0.088 -0.163
-0.066 0.058 0.583
0.097 -0.051 -0.337
0.010 -0.389 -0.094
-0.312 0.160 0.237
0.287 -0.414 -0.530
0.069 0.099 -1.753
-0.012 0.061 0.863
-0.277 0.184 1.093
-0.621 -0.530 0.102
-0.348 -0.497 -0.431
-0.228 -0.648 -0.576
0.264 0.671 0.682
0.289 0.066 0.388
0.132 -0.140 -0.013
0.041 0.175 -0.223
-0.053 0.320 0.559
0.108 0.116 -0.052
-0.150 -0.232 -0.073
0.258 0.147 0.251
0.195 -0.010 -0.544
0.259 0.097 -0.083
0.346 0.338 0.111
0.240 -0.096 0.204
0.705 0.621 -0.312
-0.096 0.709 -0.132
-0.077 -0.583 0.221
-0.044 0.416 0.134
0.072 0.007 0.858
0.459 -0.367 -0.201
0.339 0.232 -0.058
-0.025 1.357 0.248
-0.969 -0.286 -0.966
-0.181 0.155 0.848
-1.309 -0.112 -0.632
0.178 -0.299 0.145
-0.385 -0.673 -0.374
-0.606 -0.289 0.596
-0.439 -0.522 -0.511
-0.205 0.218 0.280
0.169 -0.017 0.128
-0.271 -0.135 -0.166
-0.033 0.198 -0.547
0.136 -0.136 -0.158
0.132 -0.314 -0.114
0.081 0.155 0.036
-0.240 -0.073 -0.124
-0.149 -0.111 -0.033
-0.161 0.237 -0.304
0.302 -0.270 0.073
-0.402 -0.017 0.102
0.428 -0.499 0.001
0.263 0.345 0.211
1.028 -0.193 -0.104
0.155 0.235 0.178
0.356 0.428 0.182
0.005 -0.087 0.066
0.126 -0.061 0.067
0.320 0.162 -0.277
0.159 -0.006 0.185
-0.019 -0.270 0.372
0.130 0.093 1.091
-1.165 -0.277 0.148
0.071 -0.271 -0.275
0.193 0.109 0.039
0.422 -0.277 0.869
0.262 0.785 -1.005
-1.076 0.293 0.572
0.708 0.082 -0.134
-0.456 -0.342 0.117
0.687 -0.664 -1.353
-0.625 0.974 0.381
-0.975 0.755 0.013
0.045 0.355 0.475
0.839 -0.775 0.073
-0.387 0.455 0.182
0.850 0.895 -1.057
-0.515 -0.288 -0.116
-0.643 0.194 -0.150
0.249 -0.114 -0.003
-0.684 -0.261 1.062
1.031 -0.052 -0.143
0.196 0.094 0.078
-0.146 0.093 -0.979
0.066 0.144 0.226
-0.037 0.074 -0.032
-0.144 0.261 -0.101
-0.208 -0.239 -0.420
-0.185 -0.439 0.419
-0.063 -0.152 0.241
0.372 0.041 -0.091
0.758 -0.487 -0.288
-0.423 -0.025 -0.009
-0.157 0.081 -0.020
-0.124 0.152 -0.056
0.259 -0.055 -0.004
0.134 -0.175 -0.095
0.384 -0.356 0.172
0.015 -0.196 -0.711
-0.238 -0.009 0.375
0.139 -0.180 0.028
-0.180 -0.221 0.629
0.279 0.069 -0.106
0.254 -0.067 0.277
0.208 0.082 -0.539
-0.305 -0.083 0.363

Output
Kohn-Sham gap in Eh: 0.246
Charge: +1
F_max in eV/Å: 1.8
HOMO level in hartree: -0.351
E_LUMO in hartree: -0.105

Here are the Mulliken charges for atoms 1 to 6, given in e:
1 Sn 1.28
2 N 0.26
3 C -1.29
4 N 0.20
5 C 0.03
6 N -1.15